Entry 1:
Molecular formula: CH2ClO4S2
Method: DFT, ωB97M-V with the def2-TZVPD basis set

CARTESIAN COORDINATES (ANGSTROEM)
Cl -0.914 -1.974 1.579
S -1.345 0.057 0.847
S -4.259 -0.558 0.489
O -1.967 0.633 2.034
O -4.719 -1.697 -0.303
O -2.319 -0.380 -0.180
O -4.814 0.722 -0.018
C -0.127 1.020 0.190
H 0.508 0.819 -0.632
H 0.426 1.400 1.160

Computed properties:
HOMO-LUMO gap   8.6 eV
Total charge   -1
Lowest unoccupied orbital energy   3.353 eV
Relative energy (zero: lowest compared OMol25 entry of this formula, charge and spin)   0.00 kcal/mol
Maximum force   4.3 eV Å⁻¹

***

Entry 2:
Molecular formula: C41H66AsN5O6PPtSSi2
Method: DFT, ωB97M-V with the def2-TZVPD basis set

CARTESIAN COORDINATES (ANGSTROEM)
Pt 0.728 1.820 1.061
As -3.923 2.120 1.613
S 2.551 -5.850 1.404
P -0.531 -0.026 -2.382
Si 3.017 1.994 1.325
Si 0.505 1.985 3.393
O -0.029 0.926 -1.378
O 2.464 -7.051 2.186
O -2.458 2.451 0.954
O 2.010 -0.623 2.983
O 0.905 -0.370 1.043
O 3.634 -5.629 0.492
N -1.574 -1.099 -1.676
N -1.422 0.631 -3.628
N 0.707 -0.777 -3.183
N 0.452 3.420 0.157
N 2.561 -4.642 2.483
C -2.441 -6.267 -1.986
C -3.553 -2.323 -1.399
C 2.247 2.309 4.056
C 3.317 2.340 3.155
C 4.071 0.525 0.836
C 0.773 6.527 -1.776
C -0.667 1.415 -4.638
C 1.157 -5.688 -0.944
C -1.302 -6.116 0.264
C 3.790 2.736 5.882
C -5.231 1.427 0.368
C 0.771 4.278 -0.819
C -0.163 -6.002 1.044
C 1.639 4.705 -3.063
C -4.784 3.701 2.304
C -1.227 -6.047 -1.126
C 0.011 -5.814 -1.714
C 1.352 6.064 -2.956
C 1.065 -5.797 0.434
C -2.398 -2.083 -2.372
C -3.863 0.892 3.095
C -2.532 1.470 -3.106
C 1.866 -1.165 -2.341
C -2.126 2.899 -3.445
C 1.080 -3.055 -3.624
C 2.596 -3.225 2.091
C 0.501 -1.780 -4.227
C 2.318 -2.525 -2.898
C -0.468 3.527 3.873
C -1.952 -0.973 -0.256
C -0.198 0.622 4.499
C -2.869 -2.173 -0.040
C 4.607 2.589 3.631
C 4.849 2.780 4.984
C 0.476 5.664 -0.737
C 1.240 -2.565 1.882
C 2.503 2.513 5.414
C 1.407 -1.044 2.000
C 1.370 3.830 -2.026
C -1.429 2.733 -4.792
C 3.722 3.441 0.372
H 3.207 -3.161 1.190
H 5.859 2.958 5.338
H 1.064 -1.507 -5.127
H -1.847 -3.020 -2.539
H 0.787 -2.835 0.926
H 2.094 4.324 -3.973
H -0.023 4.417 3.425
H 2.127 -5.530 -1.395
H -3.343 -6.370 -1.384
H 0.468 -0.238 4.474
H -3.471 1.192 -3.600
H 1.592 2.772 -2.102
H -4.857 0.508 -0.083
H 1.315 -3.813 -4.374
H 0.544 7.583 -1.672
H 5.122 0.814 0.934
H -5.361 2.175 -0.413
H -0.471 3.640 4.963
H 0.558 -2.865 2.686
H 3.890 0.225 -0.199
H 2.654 -0.414 -2.411
H -2.171 2.653 -5.593
H 3.114 -2.690 2.884
H -2.278 -3.068 0.175
H -5.812 3.498 2.606
H -4.210 4.070 3.153
H -4.765 4.451 1.515
H 1.580 6.746 -3.767
H 3.181 4.364 0.586
H -1.503 3.466 3.523
H -4.029 -3.291 -1.543
H -2.262 -6.281 0.738
H 4.774 3.573 0.649
H 1.682 2.493 6.127
H -0.760 3.561 -5.025
H 3.128 -2.389 -3.618
H -3.568 -2.017 0.785
H 5.441 2.634 2.937
H -1.420 3.259 -2.692
H -0.552 -1.850 -4.502
H -4.865 0.582 3.389
H 3.970 2.873 6.943
H 0.353 1.600 -4.295
H 3.668 3.268 -0.705
H -1.074 -0.967 0.383
H -4.311 -1.544 -1.526
H 0.079 -5.745 -2.793
H 1.570 -1.225 -1.292
H -0.263 0.988 5.529
H 0.375 -3.476 -2.902
H -3.373 1.403 3.923
H 2.675 -3.187 -2.109
H -1.195 0.299 4.188
H -2.480 -0.026 -0.089
H -2.979 3.577 -3.484
H -0.225 -6.089 2.122
H -2.648 1.338 -2.029
H -2.585 -5.441 -2.684
H -2.728 -1.704 -3.342
H -0.608 0.861 -5.578
H 1.920 -4.847 3.239
H 0.012 6.021 0.175
H 3.875 -0.321 1.489
H -3.261 0.030 2.813
H -2.325 -7.176 -2.580
H -6.181 1.237 0.866

Computed properties:
HOMO-LUMO gap (alpha / beta)   5.0 / 5.0 eV
Total charge   -1
Lowest unoccupied orbital energy (alpha / beta)   1.987 / 1.987 eV
Relative energy (zero: lowest compared OMol25 entry of this formula, charge and spin)   81.38 kcal/mol
Maximum force   1.0 eV Å⁻¹

***

Entry 3:
Molecular formula: C4H6O2
Method: DFT, ωB97M-V with the def2-TZVPD basis set

CARTESIAN COORDINATES (ANGSTROEM)
O -0.924 0.696 1.882
O -0.636 1.195 -1.298
C -0.212 -0.875 0.218
C -1.142 -0.309 1.260
C 0.879 0.098 -0.203
C 0.567 1.230 -1.166
H -2.060 -0.900 1.457
H 0.258 -1.766 0.660
H 1.086 1.690 -2.016
H -0.803 -1.220 -0.640
H 1.638 -0.435 -0.798
H 1.351 0.597 0.644

Computed properties:
HOMO-LUMO gap   10.5 eV
Lowest unoccupied orbital energy   0.988 eV
Relative energy (zero: lowest compared OMol25 entry of this formula, charge and spin)   46.96 kcal/mol
SMILES   O=CCCC=O
Maximum force   4.8 eV Å⁻¹

***

Entry 4:
Molecular formula: C24H34HfN7O
Method: DFT, ωB97M-V with the def2-TZVPD basis set

CARTESIAN COORDINATES (ANGSTROEM)
Hf -0.156 0.379 -0.371
O 0.888 1.026 1.172
N -1.327 5.685 -1.663
N 1.395 -0.184 -1.604
N 2.324 2.377 2.281
N -0.502 2.162 -1.693
N 1.617 0.357 3.226
N -1.232 4.197 -3.397
N -0.482 -1.767 -0.530
C 2.627 3.101 1.043
C -0.728 3.391 -1.209
C -1.065 -3.790 -3.055
C -1.076 -4.562 -1.732
C -0.635 1.932 -3.010
C -3.825 -3.943 0.806
C -2.384 -0.468 0.979
C -2.747 0.392 -0.250
C 3.540 -0.577 -2.207
C -2.535 -1.935 0.701
C -1.619 -2.565 -0.152
C -1.098 4.442 -2.082
C -1.009 2.983 -3.846
C 2.735 3.053 3.524
C 2.532 0.364 -2.134
C -3.629 -2.627 1.191
C 1.622 1.259 2.261
C -1.848 -3.866 -0.626
C 2.753 0.156 4.145
C 3.031 -1.773 -1.679
C 0.693 -2.323 -0.772
C 0.529 -0.616 3.337
C -2.961 -4.528 -0.102
C 1.714 -1.527 -1.313
H -0.530 -2.838 -2.997
H 2.958 -0.912 4.183
H -0.585 -4.383 -3.831
H 2.157 2.679 4.364
H 3.548 -2.718 -1.596
H -2.314 0.025 -1.207
H -0.617 3.549 -0.142
H 0.599 -1.092 4.312
H -3.812 0.267 -0.452
H 2.554 1.394 -2.456
H 2.521 4.113 3.403
H 0.602 -1.393 2.572
H -1.368 -0.263 1.401
H 3.638 0.657 3.770
H 3.800 2.928 3.711
H -1.573 -5.515 -1.905
H 2.710 2.413 0.206
H -2.084 -3.581 -3.379
H -4.671 -4.500 1.184
H 0.863 -3.368 -0.547
H -1.278 5.962 -0.699
H -1.595 6.378 -2.347
H -1.125 2.819 -4.911
H -0.437 -0.118 3.291
H -3.160 -5.537 -0.439
H 2.517 0.508 5.148
H 3.585 3.599 1.171
H -0.429 0.939 -3.387
H -4.329 -2.140 1.858
H 4.524 -0.419 -2.617
H -0.065 -4.841 -1.432
H 1.868 3.859 0.842
H -2.593 1.472 -0.115
H -3.019 -0.146 1.805

Computed properties:
HOMO-LUMO gap   6.9 eV
Total charge   +3
Lowest unoccupied orbital energy   -9.714 eV
Relative energy (zero: lowest compared OMol25 entry of this formula, charge and spin)   2.81 kcal/mol
Maximum force   0.4 eV Å⁻¹

***

Entry 5:
Molecular formula: C10H8AlN2O2
Method: DFT, ωB97M-V with the def2-TZVPD basis set

CARTESIAN COORDINATES (ANGSTROEM)
Al -4.641 -1.318 -0.849
O 0.547 -1.052 -2.539
O 2.624 2.969 -1.821
N 1.068 1.247 -2.471
N -2.301 -0.815 -0.994
C 1.670 2.100 1.392
C -1.730 -1.962 -0.617
C 1.436 1.533 -0.027
C 0.713 -0.038 -1.828
C 0.673 0.185 -0.244
C -0.758 -2.021 0.653
C 1.835 2.057 -1.484
C 0.280 -0.104 2.409
C 0.047 -0.674 0.953
C 1.090 1.239 2.644
H -2.859 -1.036 -1.847
H -1.911 -2.928 -1.218
H -1.433 -2.229 1.576
H -0.096 -0.653 3.353
H 2.245 3.083 1.503
H 0.010 -2.891 0.621
H 1.262 1.618 3.721
H 0.228 1.688 -2.887

Computed properties:
HOMO-LUMO gap   4.0 eV
Total charge   +3
Lowest unoccupied orbital energy   -16.734 eV
Maximum force   6.4 eV Å⁻¹

***

Entry 6:
Molecular formula: C4H12N2OS
Method: DFT, ωB97M-V with the def2-TZVPD basis set

CARTESIAN COORDINATES (ANGSTROEM)
S 2.589 -0.209 0.364
O 2.807 -0.080 -1.071
N -0.506 0.226 -0.287
N 1.778 -1.701 0.523
C -1.741 -1.807 -0.290
C -1.487 -0.445 -0.664
C -0.282 2.347 0.675
C -0.431 1.608 -0.668
H 3.920 -0.652 1.128
H -1.347 1.998 -1.241
H -2.550 -2.225 -0.853
H -1.095 2.373 1.279
H 0.530 1.563 -1.295
H -0.957 -2.482 -0.238
H 0.566 1.914 1.148
H -0.006 3.306 0.599
H -2.112 -1.763 0.727
H 1.799 -2.077 1.508
H -2.210 -0.184 -1.449
H 0.736 -1.711 0.107

Computed properties:
HOMO-LUMO gap   9.4 eV
Lowest unoccupied orbital energy   0.612 eV
Relative energy (zero: lowest compared OMol25 entry of this formula, charge and spin)   93.47 kcal/mol
Maximum force   4.1 eV Å⁻¹

***

Entry 7:
Molecular formula: C40H35I2N5O2PSSe2Zr
Method: DFT, ωB97M-V with the def2-TZVPD basis set

CARTESIAN COORDINATES (ANGSTROEM)
I -0.281 5.582 0.311
I 0.455 6.240 -2.084
Zr -0.071 0.842 2.023
Se -1.693 2.104 0.083
Se -2.215 -0.926 1.982
S -1.187 0.877 4.166
P -2.677 0.122 0.164
O 0.448 -0.344 0.276
O 1.367 -0.633 2.218
N 1.263 2.173 3.529
N 1.096 2.185 4.900
N 1.565 2.229 0.905
N 0.981 -2.030 -1.719
N -0.336 1.652 6.583
C 1.227 -1.096 0.993
C -0.151 -4.071 -4.606
C 2.137 3.040 3.063
C 3.493 6.299 4.312
C -5.202 0.307 1.326
C 0.073 -3.683 -3.286
C 2.812 4.060 3.863
C 3.602 -3.927 0.962
C 3.637 3.542 -0.349
C 1.779 2.075 -0.421
C 1.922 -2.268 0.538
C 1.823 -2.611 -0.823
C 2.750 2.792 -1.103
C 0.739 -2.478 -3.066
C -7.109 1.184 0.200
C -2.968 -2.173 -1.247
C -4.494 0.332 0.160
C -2.200 -0.304 -2.558
C 3.520 -4.255 -0.456
C 2.858 5.398 3.458
C 0.979 -1.622 -4.063
C 3.540 3.594 1.054
C -0.667 -5.418 -4.975
C -5.111 0.706 -1.000
C -2.427 -0.868 -1.340
C 4.111 4.509 5.882
C -0.297 -4.684 -2.202
C 2.414 2.949 1.616
C 3.436 3.609 5.049
C -2.568 -0.933 -3.724
C -6.409 1.164 -0.999
C -6.532 0.736 1.379
C 0.074 -3.172 -5.642
C -0.045 1.730 5.282
C 2.649 -3.664 -1.332
C 4.049 5.853 5.529
C -3.142 -2.214 -3.622
C 2.812 -2.930 1.442
C -3.328 -2.809 -2.434
C 0.674 -1.977 -5.382
H -6.802 1.560 -1.924
H 0.165 2.213 7.260
H -1.838 0.728 -2.624
H -0.158 -3.450 -6.670
H -2.453 -0.498 -4.688
H -0.283 -4.270 -1.192
H 0.132 -6.189 -4.895
H 1.040 -1.264 -6.131
H 4.317 -4.429 1.618
H 3.337 2.533 5.290
H 4.174 -5.020 -0.799
H 1.586 -0.707 -3.901
H 0.425 -1.242 -1.381
H -7.134 0.761 2.326
H -1.216 1.316 6.857
H 4.508 4.010 -0.804
H 2.306 5.733 2.576
H 2.651 2.696 -2.200
H 1.106 1.368 -0.814
H -8.165 1.532 0.183
H 4.517 6.588 6.216
H 2.659 -3.865 -2.410
H -1.475 -5.700 -4.312
H -1.347 -4.929 -2.293
H 4.264 4.027 1.663
H -3.110 -2.607 -0.225
H -4.768 0.011 2.294
H 0.308 -5.637 -2.273
H 2.790 -2.613 2.471
H -3.547 -2.634 -4.574
H 3.512 7.354 4.114
H -0.974 -5.382 -6.024
H -4.502 0.815 -1.879
H 4.597 4.191 6.806
H -3.798 -3.796 -2.480

Computed properties:
HOMO-LUMO gap   6.7 eV
Total charge   +1
Lowest unoccupied orbital energy   -3.563 eV
Relative energy (zero: lowest compared OMol25 entry of this formula, charge and spin)   11.23 kcal/mol
Maximum force   3.7 eV Å⁻¹

***

Entry 8:
Molecular formula: C8H26O9
Method: DFT, ωB97M-V with the def2-TZVPD basis set

CARTESIAN COORDINATES (ANGSTROEM)
O -1.779 0.272 -0.386
O -5.305 2.656 2.828
O -4.253 2.682 -0.069
O -0.274 -3.997 1.940
O 3.214 -0.905 0.656
O -1.705 -1.889 -3.082
O 1.716 1.800 0.447
O 0.131 1.235 -1.814
O -5.513 5.046 -2.267
C 0.148 -1.176 -0.553
C -1.646 -0.397 0.951
C 5.163 0.733 0.551
C -0.439 0.289 -1.063
C 2.583 -2.134 0.128
C 4.567 -0.723 0.085
C 1.600 -1.695 -1.108
C -0.061 -0.904 1.063
H 0.201 -1.749 1.830
H -0.633 -2.026 -0.752
H -5.428 3.573 3.116
H 1.390 -2.672 -1.757
H -5.484 4.443 -3.025
H -2.189 -1.453 0.840
H -2.067 0.279 1.829
H -5.057 4.559 -1.564
H 2.015 -2.767 0.961
H 4.627 1.173 1.522
H 2.472 2.395 0.329
H -1.052 -4.537 2.143
H 0.557 0.106 1.199
H 6.319 0.718 0.814
H -3.462 2.303 -0.482
H 0.387 -4.286 2.587
H -1.828 -0.972 -2.794
H 4.434 -0.825 -1.096
H 5.343 -1.539 0.406
H -4.851 1.925 0.027
H 2.122 -0.938 -1.854
H 4.948 1.499 -0.336
H 3.455 -2.826 -0.261
H -4.606 2.712 2.159
H 1.246 1.848 -0.399
H -1.006 -1.833 -3.751

Computed properties:
HOMO-LUMO gap   9.8 eV
Lowest unoccupied orbital energy   0.142 eV
Relative energy (zero: lowest compared OMol25 entry of this formula, charge and spin)   80.88 kcal/mol
SMILES   CCOCC[C@H]1CCOC1=O.O.O.O.O.O.O
Maximum force   8.7 eV Å⁻¹

***

Entry 9:
Molecular formula: C5H7NO
Method: DFT, ωB97M-V with the def2-TZVPD basis set

CARTESIAN COORDINATES (ANGSTROEM)
O 0.884 0.534 1.797
N 0.268 1.910 -0.048
C -1.051 1.428 -0.287
C 0.705 0.671 0.620
C 0.398 -0.379 -0.425
C 0.690 -1.834 -0.125
C -1.053 0.091 -0.430
H 1.767 -2.036 -0.141
H 0.879 -0.066 -1.365
H 0.281 2.723 0.560
H 0.221 -2.467 -0.889
H -1.902 2.088 -0.162
H -1.840 -0.524 -0.025
H 0.313 -2.127 0.857

Computed properties:
HOMO-LUMO gap   9.8 eV
Lowest unoccupied orbital energy   1.067 eV
Relative energy (zero: lowest compared OMol25 entry of this formula, charge and spin)   36.15 kcal/mol
SMILES   C[C@H]1C=CNC1=O
Maximum force   1.0 eV Å⁻¹

***

Entry 10:
Molecular formula: H3NO3Si
Method: DFT, ωB97M-V with the def2-TZVPD basis set

CARTESIAN COORDINATES (ANGSTROEM)
Si -0.206 0.380 0.006
O -4.218 0.584 -0.208
O -1.470 1.142 0.522
O -2.918 -1.181 -0.345
N -3.338 -0.162 -0.082
H -0.559 0.256 -1.584
H -0.454 -1.011 0.312
H 0.994 1.023 0.256

Computed properties:
HOMO-LUMO gap (alpha / beta)   8.6 / 7.1 eV
Lowest unoccupied orbital energy (alpha / beta)   -1.409 / -2.685 eV
Relative energy (zero: lowest compared OMol25 entry of this formula, charge and spin)   110.28 kcal/mol
Maximum force   5.3 eV Å⁻¹

***

Entry 11:
Molecular formula: C35H34BrIN6O4SeY
Method: DFT, ωB97M-V with the def2-TZVPD basis set

CARTESIAN COORDINATES (ANGSTROEM)
I -0.963 -0.086 3.569
Y -0.517 0.252 0.459
Br -3.131 -1.333 0.381
Se -0.036 0.158 -2.448
O -2.058 1.485 -0.421
O 3.955 -3.211 -0.781
O -1.339 6.451 1.488
O 1.517 -0.239 0.632
N -0.230 2.364 1.589
N 2.364 -1.094 -3.414
N -2.873 4.344 -2.376
N 2.789 0.694 -2.287
N -0.219 -2.269 0.518
N 1.085 -2.509 0.835
C 2.027 -1.482 0.331
C 0.567 2.413 2.770
C 3.732 -0.914 -3.442
C 5.534 -2.813 0.999
C -6.812 -5.253 0.022
C 4.891 -1.379 2.821
C -1.415 3.750 -0.069
C 3.999 0.200 -2.734
C 1.791 -0.104 -2.704
C 2.616 1.896 -1.481
C 1.540 3.398 2.937
C -2.074 2.735 -0.786
C -2.244 5.314 -1.679
C 1.645 -2.175 -4.070
C -0.665 3.505 1.147
C -2.450 -3.095 0.168
C 2.159 2.480 5.069
C 2.323 3.437 4.076
C -1.016 -3.254 0.372
C -4.692 -4.162 -0.345
C -1.525 5.088 -0.537
C 4.301 -2.590 0.396
C -3.519 2.036 -2.726
C 5.825 -2.206 2.209
C -3.243 -4.134 -0.099
C -7.439 -4.304 -0.773
C 3.364 -1.752 0.986
C -6.694 -3.297 -1.369
C -5.326 -3.223 -1.156
C -2.807 3.105 -1.958
C 3.671 -1.159 2.204
C -5.444 -5.191 0.224
C -0.864 6.248 0.161
C 1.216 1.479 4.909
C 0.433 1.445 3.765
H -0.652 -4.282 0.402
H 4.693 -3.757 -1.071
H -2.279 6.659 1.448
H 2.769 2.504 5.961
H 1.390 -3.462 0.654
H 1.695 4.124 2.150
H -4.951 -5.938 0.835
H 6.256 -3.468 0.524
H -7.389 -6.046 0.478
H 0.211 6.089 0.261
H 1.274 -1.850 -5.041
H -0.996 7.148 -0.445
H -2.739 -5.097 -0.112
H 4.931 0.685 -2.503
H -7.177 -2.570 -2.008
H 2.130 -1.605 -0.756
H 5.119 -0.908 3.768
H 4.385 -1.595 -3.957
H 1.841 2.518 -1.925
H 6.785 -2.383 2.676
H 3.070 4.211 4.184
H 2.338 1.612 -0.468
H 3.560 2.434 -1.473
H 2.934 -0.499 2.647
H -2.334 6.318 -2.076
H -2.809 1.322 -3.149
H 0.804 -2.467 -3.447
H -0.492 4.387 1.761
H -4.091 2.492 -3.529
H 1.090 0.725 5.675
H -4.186 1.472 -2.071
H -8.507 -4.355 -0.939
H -4.747 -2.450 -1.645
H 2.326 -3.013 -4.194

Computed properties:
HOMO-LUMO gap   7.6 eV
Total charge   +1
Lowest unoccupied orbital energy   -2.718 eV
Relative energy (zero: lowest compared OMol25 entry of this formula, charge and spin)   1.21 kcal/mol
Maximum force   0.7 eV Å⁻¹

***

| no. | electronic energy (hartree) |
| --- | --- |
| 1 | -1596.83790 |
| 2 | -6000.90292 |
| 3 | -306.43147 |
| 4 | -1440.65380 |
| 5 | -886.73999 |
| 6 | -742.41209 |
| 7 | -8154.43078 |
| 8 | -997.37740 |
| 9 | -324.66686 |
| 10 | -571.53825 |
| 11 | -7295.06359 |